{
  "formula": "C22H19Cl4NO5PReS",
  "method": "the ωB97M-V functional and the def2-TZVPD basis",
  "species": ["Re", "Cl", "C", "C", "Cl", "C", "Cl", "C", "O", "C", "O", "C", "Cl", "S", "C", "C", "C", "C", "C", "C", "C", "N", "C", "C", "C", "C", "C", "C", "H", "H", "H", "H", "H", "H", "H", "H", "H", "H", "C", "O", "P", "O", "C", "O", "C", "H", "H", "H", "H", "H", "H", "H", "H", "H"],
  "xyz": [[0.61, -0.83, -0.74], [-2.06, -5.41, 3.65], [-1.86, -4.14, 2.50], [-2.97, -3.42, 2.06], [-4.54, -3.80, 2.66], [-2.81, -2.40, 1.13], [-4.16, -1.49, 0.56], [-1.55, -2.09, 0.64], [-1.29, -1.16, -0.27], [-0.42, -2.81, 1.09], [0.74, -2.47, 0.56], [-0.59, -3.83, 2.03], [0.81, -4.69, 2.56], [3.98, -0.56, -1.60], [2.47, -0.68, -1.26], [4.50, 0.98, 2.87], [3.80, 2.11, 2.47], [2.63, 1.99, 1.75], [2.13, 0.73, 1.41], [2.83, -0.41, 1.82], [4.01, -0.28, 2.55], [0.94, 0.65, 0.66], [-0.16, 1.42, 1.06], [-0.49, 1.52, 2.42], [-1.61, 2.23, 2.81], [-2.43, 2.85, 1.87], [-2.09, 2.77, 0.53], [-0.97, 2.07, 0.13], [5.42, 1.07, 3.43], [4.19, 3.09, 2.71], [2.09, 2.87, 1.42], [2.45, -1.39, 1.58], [4.54, -1.17, 2.86], [0.12, 1.01, 3.15], [-1.86, 2.29, 3.87], [-3.31, 3.39, 2.19], [-2.71, 3.27, -0.21], [-0.66, 2.07, -0.91], [-0.25, 2.23, -4.36], [0.06, 1.66, -3.07], [-0.16, 0.10, -2.81], [0.47, -0.54, -4.13], [1.06, -1.84, -4.21], [-1.69, -0.15, -3.18], [-2.76, 0.51, -2.48], [-0.45, 3.29, -4.19], [-1.11, 1.75, -4.81], [0.61, 2.12, -5.02], [1.35, -1.97, -5.25], [0.35, -2.62, -3.94], [1.94, -1.90, -3.58], [-3.68, 0.03, -2.81], [-2.79, 1.57, -2.75], [-2.66, 0.41, -1.41]],
  "lowdin_spin": [1.235, 0.003, 0.007, -0.003, -0.001, 0.007, 0.002, 0.001, 0.049, 0.011, 0.031, -0.001, -0.001, 0.170, 0.031, 0.015, -0.001, 0.016, 0.013, 0.016, -0.002, 0.198, 0.013, 0.026, -0.002, 0.031, -0.003, 0.034, 0.001, 0.000, 0.000, 0.000, 0.000, 0.001, -0.001, 0.002, -0.001, 0.002, 0.004, 0.013, 0.067, 0.004, 0.009, 0.000, 0.000, 0.000, 0.000, 0.000, 0.001, 0.002, 0.003, 0.000, 0.000, 0.000],
  "charge": 0,
  "spin_multiplicity": 3,
  "gap_ha": [0.2447, 0.2038],
  "e_lumo_ev": [-0.9, -2.2],
  "de_lowest_kj_mol": 0.0,
  "s2": 2.0318
}



{
  "formula": "C22H19ClN2O3",
  "method": "the ωB97M-V functional and the def2-TZVPD basis",
  "species": ["O", "C", "C", "C", "C", "C", "Cl", "C", "C", "C", "C", "C", "O", "N", "C", "C", "C", "C", "C", "C", "C", "O", "C", "C", "C", "C", "C", "N", "H", "H", "H", "H", "H", "H", "H", "H", "H", "H", "H", "H", "H", "H", "H", "H", "H", "H", "H"],
  "xyz": [[1.69, -1.51, -3.24], [1.60, -1.19, -2.08], [2.80, -1.21, -1.20], [2.79, -1.65, 0.12], [3.96, -1.68, 0.85], [5.15, -1.26, 0.27], [6.61, -1.29, 1.19], [5.18, -0.83, -1.05], [4.01, -0.82, -1.78], [0.26, -0.77, -1.48], [0.28, 0.17, -0.24], [-0.33, -0.48, 1.00], [-0.01, -1.54, 1.48], [-1.33, 0.35, 1.48], [-2.07, 0.07, 2.65], [-2.59, -1.20, 2.86], [-3.32, -1.46, 4.01], [-3.53, -0.45, 4.94], [-3.02, 0.81, 4.72], [-2.28, 1.08, 3.58], [-1.56, 1.46, 0.67], [-2.34, 2.34, 0.91], [-0.70, 1.29, -0.55], [-1.53, 0.69, -1.73], [-2.06, 1.70, -2.73], [-0.86, 1.97, -3.64], [0.10, 0.79, -3.40], [-0.58, -0.11, -2.47], [1.88, -2.00, 0.57], [3.96, -2.04, 1.87], [6.12, -0.52, -1.49], [4.02, -0.51, -2.82], [-0.23, -1.72, -1.20], [1.29, 0.51, 0.00], [-2.43, -1.98, 2.14], [-3.72, -2.44, 4.18], [-4.10, -0.66, 5.84], [-3.18, 1.60, 5.45], [-1.88, 2.06, 3.41], [-0.25, 2.24, -0.86], [-2.32, 0.04, -1.32], [-2.88, 1.25, -3.30], [-2.43, 2.59, -2.24], [-0.37, 2.91, -3.37], [-1.16, 2.03, -4.68], [0.31, 0.24, -4.32], [1.06, 1.14, -3.00]],
  "nbo_charge": [-0.518, 0.588, -0.195, -0.177, -0.240, -0.010, 0.016, -0.258, -0.101, -0.134, -0.343, 0.721, -0.580, -0.512, 0.204, -0.224, -0.204, -0.205, -0.203, -0.222, 0.720, -0.552, -0.343, -0.025, -0.400, -0.425, -0.228, -0.417, 0.253, 0.233, 0.230, 0.225, 0.242, 0.263, 0.230, 0.217, 0.216, 0.217, 0.231, 0.241, 0.205, 0.217, 0.225, 0.207, 0.221, 0.225, 0.167],
  "charge": 0,
  "gap_ha": 0.3365,
  "e_lumo_ev": 0.1,
  "de_lowest_kj_mol": 73.8
}



{
  "formula": "C22H19F2N4O3SV",
  "method": "the ωB97M-V functional and the def2-TZVPD basis",
  "species": ["V", "S", "C", "C", "C", "C", "C", "C", "C", "C", "C", "N", "H", "H", "H", "H", "H", "H", "O", "C", "C", "C", "C", "C", "C", "N", "H", "H", "H", "H", "H", "H", "H", "O", "N", "N", "O", "C", "C", "C", "C", "C", "C", "H", "H", "H", "H", "H", "F", "C", "F", "H"],
  "xyz": [[-0.15, -0.65, 0.27], [3.60, -3.26, 0.34], [3.76, -2.18, 1.66], [2.70, -1.32, 1.76], [1.69, -1.52, 0.77], [2.07, -2.56, -0.05], [1.21, -2.97, -1.14], [1.45, -4.05, -2.00], [0.54, -4.35, -2.98], [-0.61, -3.58, -3.10], [-0.78, -2.53, -2.22], [0.10, -2.22, -1.28], [4.63, -2.23, 2.29], [2.65, -0.56, 2.53], [2.35, -4.65, -1.87], [0.71, -5.19, -3.65], [-1.37, -3.79, -3.85], [-1.67, -1.91, -2.25], [-2.00, 0.41, -0.27], [-2.27, 1.06, -1.50], [-1.05, 0.91, -2.36], [-1.07, 1.23, -3.72], [0.10, 1.10, -4.44], [1.25, 0.66, -3.80], [1.17, 0.34, -2.46], [0.04, 0.46, -1.76], [-2.79, 0.29, 0.27], [-2.45, 2.13, -1.32], [-3.15, 0.64, -1.99], [-1.98, 1.57, -4.18], [0.11, 1.34, -5.50], [2.19, 0.54, -4.33], [2.03, -0.04, -1.92], [0.64, 1.27, 0.68], [0.63, 1.69, 1.88], [-0.04, 0.95, 2.66], [-0.66, -0.13, 2.22], [-0.04, 1.22, 4.07], [-0.52, 0.24, 4.91], [-0.53, 0.48, 6.28], [-0.05, 1.68, 6.78], [0.43, 2.66, 5.91], [0.44, 2.44, 4.55], [-0.89, -0.69, 4.50], [-0.90, -0.28, 6.95], [-0.06, 1.86, 7.85], [0.80, 3.60, 6.30], [0.81, 3.19, 3.86], [-1.00, -3.61, 0.74], [-1.42, -2.31, 0.96], [-2.67, -2.24, 0.29], [-1.68, -2.26, 2.02]],
  "lowdin_spin": [1.941, 0.014, -0.010, 0.003, -0.019, 0.027, 0.009, 0.003, 0.005, 0.004, 0.005, 0.004, -0.001, 0.000, 0.000, 0.000, 0.000, 0.001, 0.019, 0.001, 0.001, 0.000, 0.001, 0.000, 0.004, 0.001, 0.001, 0.000, 0.000, 0.000, 0.000, 0.000, 0.001, 0.002, 0.000, 0.010, 0.015, 0.000, 0.001, 0.000, 0.001, 0.000, 0.001, 0.000, 0.000, 0.000, 0.000, 0.000, -0.003, -0.037, 0.000, -0.003],
  "charge": 0,
  "spin_multiplicity": 3,
  "gap_ha": [0.2822, 0.2936],
  "e_lumo_ev": [0.3, 0.3],
  "s2": 2.0236
}



{
  "formula": "C22H19F4MoN4",
  "method": "the ωB97M-V functional and the def2-TZVPD basis",
  "species": ["Mo", "C", "N", "C", "C", "C", "N", "C", "C", "F", "C", "F", "C", "C", "F", "C", "F", "H", "H", "H", "H", "H", "H", "H", "H", "H", "H", "H", "C", "C", "N", "C", "C", "C", "C", "C", "C", "C", "C", "C", "N", "C", "H", "H", "H", "H", "H", "H", "H", "H"],
  "xyz": [[0.35, 0.00, -0.26], [-0.09, -0.27, -3.35], [0.86, 0.16, -2.28], [1.27, 1.59, -2.49], [2.05, -0.76, -2.22], [3.02, -0.33, -1.11], [2.23, 0.02, 0.10], [2.86, 0.32, 1.33], [2.01, 0.40, 2.41], [0.68, 0.20, 2.10], [2.42, 0.65, 3.69], [1.53, 0.71, 4.66], [3.77, 0.85, 3.92], [4.65, 0.78, 2.85], [5.94, 0.97, 3.03], [4.21, 0.52, 1.56], [5.09, 0.47, 0.56], [0.38, -0.13, -4.32], [-0.99, 0.34, -3.30], [-0.34, -1.32, -3.22], [1.91, 1.67, -3.38], [1.83, 1.98, -1.64], [0.38, 2.19, -2.65], [2.56, -0.77, -3.18], [1.67, -1.77, -2.04], [3.63, 0.51, -1.43], [3.69, -1.16, -0.89], [4.14, 1.06, 4.92], [-1.86, -3.77, 0.19], [-0.79, -2.89, 0.15], [-0.96, -1.57, 0.08], [-2.24, -1.05, 0.08], [-3.36, -1.87, 0.08], [-3.14, -3.27, 0.12], [-4.67, -1.28, 0.11], [-4.82, 0.05, 0.21], [-3.68, 0.92, 0.29], [-3.78, 2.31, 0.55], [-2.64, 3.07, 0.69], [-1.39, 2.47, 0.54], [-1.27, 1.16, 0.28], [-2.40, 0.37, 0.19], [-1.68, -4.83, 0.25], [0.23, -3.25, 0.18], [-3.99, -3.94, 0.13], [-5.54, -1.93, 0.08], [-5.81, 0.49, 0.27], [-4.75, 2.76, 0.64], [-2.69, 4.12, 0.92], [-0.48, 3.04, 0.62]],
  "lowdin_spin": [1.668, 0.011, 0.013, 0.021, 0.011, 0.007, 0.054, 0.010, 0.010, 0.025, -0.001, -0.001, 0.013, -0.001, -0.001, 0.008, 0.003, 0.001, 0.000, 0.000, 0.003, 0.005, 0.001, 0.001, 0.002, 0.003, 0.001, 0.001, -0.001, 0.018, 0.014, 0.010, 0.002, 0.025, 0.001, 0.000, 0.001, 0.019, 0.000, 0.022, 0.013, 0.005, 0.000, 0.000, 0.001, 0.000, 0.000, 0.001, 0.000, 0.002],
  "charge": 3,
  "spin_multiplicity": 3,
  "gap_ha": [0.2171, 0.2182],
  "e_lumo_ev": [-11.8, -11.8],
  "s2": 2.0149
}